1.
ORCA calculation (ωB97M-V with the def2-TZVPD basis set) on a molecular structure, C46H44AuN3P2S3 in a non-equilibrium geometry.

Positions of all 99 atoms, in Å:
C1 1.188 -2.443 4.229
H1 -5.116 6.714 0.217
C2 3.597 -0.228 -1.301
C3 0.336 -2.553 3.144
H2 1.447 1.079 2.090
H3 1.693 -9.140 -3.526
H4 1.777 -0.373 -0.190
C4 -3.533 5.287 0.281
Au1 -0.741 0.064 -1.711
C5 -0.227 -5.100 0.464
H5 -2.216 -4.537 2.045
H6 1.109 7.143 1.667
H7 -1.499 -5.198 4.174
H8 -3.863 2.289 -4.549
C6 3.174 2.511 -1.313
N1 -0.835 -3.805 0.690
H9 -2.417 7.076 3.517
C7 1.071 -3.322 5.294
C8 -3.415 2.456 -3.583
C9 1.700 -7.042 -3.102
H10 -0.672 -4.855 -4.096
C10 4.298 1.983 -1.924
C11 -1.849 2.093 1.754
H11 -4.383 7.892 2.260
C12 2.475 0.292 -0.681
H12 -0.185 2.736 2.979
C13 2.280 1.670 -0.652
C14 -0.743 -4.427 4.179
C15 -2.024 5.480 2.158
C16 1.593 -4.562 -2.666
C17 -3.838 7.028 1.910
H13 1.729 -3.233 6.143
C18 -4.243 6.376 0.756
N2 0.857 -4.154 -1.486
H14 -0.911 -5.737 -0.112
C19 -3.240 1.893 -1.249
H15 -0.449 -9.068 -4.743
H16 2.654 -7.072 -2.596
H17 0.418 -1.859 2.319
H18 4.189 4.585 3.161
H19 1.535 -3.761 -3.405
C20 -2.731 6.576 2.614
C21 1.168 -8.204 -3.638
H20 -1.154 5.131 2.694
H21 -3.853 4.792 -0.622
H22 3.082 6.782 3.108
C22 1.066 5.118 0.985
P1 -1.506 3.348 0.455
C23 2.692 5.971 2.515
N3 -0.079 1.558 -2.793
C24 0.677 1.927 -3.623
H23 -2.154 4.051 -4.271
S1 -0.255 -2.196 -2.854
C25 -2.432 4.826 0.998
H24 -1.096 4.391 -2.060
C26 0.009 -3.132 -1.459
C27 4.515 0.613 -1.914
C28 -0.172 -5.800 -3.949
H25 2.991 3.576 -1.318
H26 0.217 5.272 0.327
H27 1.486 -5.899 -0.567
H28 -2.620 2.486 2.423
C29 -0.703 -6.961 -4.480
H29 -1.634 -6.927 -5.024
H30 -0.736 1.093 3.312
H31 -4.559 0.923 -2.621
C30 2.790 3.668 1.834
H32 -2.213 1.172 1.292
C31 -2.453 3.444 -3.432
C32 -0.635 -3.547 3.112
C33 -3.801 1.682 -2.499
H33 3.763 -1.296 -1.298
C34 3.306 4.728 2.556
C35 0.506 1.270 1.566
C36 1.578 6.172 1.718
C37 -2.279 2.888 -1.101
C38 1.641 3.855 1.065
H34 5.003 2.636 -2.416
C39 -0.723 -2.852 -0.229
H35 1.938 -1.667 4.251
C40 -1.572 -3.660 1.930
H36 -0.004 -4.990 6.100
C41 0.101 -4.309 5.270
H37 1.818 -4.410 0.347
P2 0.860 2.458 0.201
H38 -0.039 -5.567 1.432
H39 3.275 2.701 1.864
H40 2.631 -4.721 -2.367
C42 1.030 -5.836 -3.254
C43 1.083 -4.926 -0.284
H41 -2.204 -2.773 1.862
C44 -0.551 1.816 2.514
H42 -3.587 1.324 -0.397
H43 0.144 0.335 1.130
S2 1.650 2.573 -4.675
H44 5.391 0.199 -2.390
C45 -1.874 3.650 -2.196
S3 -1.475 -1.348 0.025
C46 -0.037 -8.166 -4.319

Values from the calculation:
Total charge ... +2
Relative energy (zero: lowest compared OMol25 entry of this formula, charge and spin) ... 343.2 kJ/mol


2.
ORCA calculation (ωB97M-V with the def2-TZVPD basis set) on a molecular structure, C46H44N4P2Rh in a non-equilibrium geometry.

Positions of all 97 atoms, in Å:
C1 -3.858 -3.421 0.197
C2 4.406 -0.130 0.451
Rh1 -0.407 0.316 1.504
H1 -3.437 0.159 3.338
C3 -3.425 2.048 -2.563
C4 3.851 -5.762 -6.293
C5 -3.346 1.043 2.694
H2 -1.274 3.333 -0.211
H3 0.976 -3.450 3.309
C6 0.943 -1.251 -2.165
H4 -3.357 -4.364 0.044
C7 -4.216 3.661 -0.966
C8 1.648 5.844 -0.360
N1 -1.009 1.734 2.799
H5 2.239 -2.954 4.431
H6 1.734 -1.098 2.941
H7 -4.327 1.520 2.633
H8 -1.013 -0.600 4.030
C9 -3.121 -2.292 0.508
H9 1.866 2.122 3.383
H10 0.038 0.476 -1.325
P1 1.048 2.083 1.060
C10 -0.657 5.313 -0.775
C11 4.671 0.120 -0.887
C12 -0.213 2.728 3.274
C13 2.938 -4.797 -4.334
H11 2.466 6.545 -0.401
H12 -4.052 3.118 1.097
H13 -4.216 3.967 -3.085
C14 -5.874 -2.123 0.275
C15 0.794 3.676 0.206
H14 0.243 7.199 -1.231
C16 -3.759 -1.074 0.703
C17 -2.304 3.124 3.980
H15 -3.163 3.556 4.456
H16 2.828 4.288 0.522
H17 5.478 -0.399 -1.381
H18 1.608 -4.060 -0.354
H19 3.812 -4.571 -8.068
H20 2.439 -0.401 5.130
C18 3.568 -4.607 -7.017
C19 -3.891 2.807 0.075
H21 2.740 -2.613 -6.976
H22 0.619 -2.653 1.345
H23 1.600 3.779 2.802
C20 1.206 -2.785 4.137
N2 2.484 -4.551 -3.059
H24 -2.044 -2.343 0.590
H25 1.023 0.602 4.791
C21 -0.387 -1.035 3.246
C22 -2.283 1.964 3.191
H26 3.175 0.354 2.135
C23 3.904 1.035 -1.591
H27 4.325 -6.593 -6.792
H28 -4.650 4.625 -0.744
C24 1.969 -3.269 -3.038
C25 0.734 -2.275 0.341
H29 4.111 1.235 -2.631
C26 1.201 2.763 2.798
H30 0.874 -0.789 5.853
H31 -5.809 -4.210 -0.192
H32 2.528 -5.189 -2.285
H33 -1.631 5.599 -1.138
C27 0.403 -0.534 -1.153
H34 -0.653 4.481 4.544
C28 1.853 4.581 0.158
H35 2.245 2.390 -1.515
H36 0.553 -3.042 4.967
C29 -3.979 3.289 -2.279
H37 4.996 -0.855 0.991
C30 3.534 -5.879 -4.932
C31 0.395 6.210 -0.829
C32 2.860 1.688 -0.967
P2 -2.747 0.403 1.050
H38 -6.948 -2.057 0.180
H39 -3.240 1.760 -3.587
C33 -0.998 3.606 4.029
C34 2.653 -3.597 -5.064
C35 1.019 -1.310 3.753
C36 1.287 -3.064 -0.617
H40 1.017 -0.850 -3.161
C37 2.974 -3.511 -6.429
C38 3.378 0.538 1.089
C39 1.364 -0.419 4.953
C40 -5.234 -3.336 0.070
C41 2.603 1.455 0.383
C42 -3.108 1.187 -1.532
H41 -0.875 -1.930 2.851
C43 1.424 -2.582 -1.952
N3 0.281 -1.007 0.129
H42 -2.664 0.221 -1.735
H43 -5.642 -0.042 0.730
H44 3.759 -6.785 -4.389
C44 -5.143 -0.990 0.585
N4 2.072 -2.700 -4.268
C45 -0.460 4.043 -0.259
C46 -3.342 1.561 -0.206

Values from the calculation:
Total charge ... +1
Total energy ... -2791.30108 Ha
Spin multiplicity ... 5


3.
ORCA calculation (ωB97M-V with the def2-TZVPD basis set) on a molecular structure, C46H44NOP2Tb in a non-equilibrium geometry.

Positions of all 95 atoms, in Å:
H1 -3.923 -5.118 1.970
H2 1.298 5.471 2.497
H3 -4.079 5.854 -1.918
P1 -0.737 -2.622 -0.738
H4 -5.261 4.406 -3.597
C1 -2.205 -4.413 3.146
C2 -2.637 4.352 -1.474
H5 -0.597 -4.684 -2.652
C3 -2.988 -4.554 1.996
H6 0.133 -0.056 5.945
Tb1 -0.038 -0.054 -0.891
C4 -1.842 -3.014 -2.095
C5 4.192 -0.466 0.372
C6 2.856 -0.305 -0.005
C7 -1.315 -3.327 0.823
C8 -3.878 -2.629 -3.302
C9 1.153 -4.611 -0.551
H7 -3.179 -1.293 -1.725
H8 -2.219 -5.453 -4.413
N1 0.850 0.745 4.099
H9 1.734 -1.566 -2.165
C10 -4.398 4.004 -3.080
H10 1.779 -1.091 4.194
C11 2.382 -5.219 -0.801
C12 0.641 3.942 -2.903
C13 -1.748 3.853 2.798
C14 -0.991 0.061 1.262
C15 3.192 2.937 -2.151
C16 3.165 -3.206 -1.969
C17 -2.984 -2.201 -2.322
H11 -4.311 -4.128 -4.801
C18 -3.956 2.700 -3.352
C19 3.442 -0.606 2.625
C20 0.787 3.025 -1.850
C21 0.936 -3.323 -1.061
H12 2.675 -0.158 -1.088
H13 2.722 -0.110 -4.306
H14 0.240 -1.073 3.256
H15 -2.542 -4.885 4.057
C22 -0.545 -3.113 1.981
C23 0.483 4.136 1.055
H16 2.754 1.673 3.887
H17 2.134 1.768 -0.666
H18 2.123 -0.126 -4.768
H19 -3.114 -4.021 -0.146
P2 -0.703 2.546 -0.895
C24 3.373 -4.509 -1.501
C25 4.498 -0.622 1.706
H20 -1.109 0.198 4.657
C26 1.163 -0.522 3.455
H21 3.955 -2.657 -2.490
H22 -2.563 2.486 1.286
H23 3.940 4.286 -3.657
H24 -0.405 1.598 5.546
H25 -2.465 1.163 -2.897
C27 -3.757 4.839 -2.148
H26 3.625 -0.737 3.700
C28 -2.189 3.058 -1.776
H27 2.506 0.824 5.453
C29 1.751 -0.307 0.875
H28 -2.088 4.940 -0.719
H29 -0.673 5.236 4.035
H30 4.173 2.549 -1.853
C30 -1.528 -4.146 -2.865
C31 2.045 2.487 -1.500
H31 4.978 -0.476 -0.405
H32 5.499 -0.748 2.075
C32 3.054 3.905 -3.158
H33 1.682 5.157 -4.318
H34 -4.478 2.084 -4.086
C33 2.109 -0.439 2.246
H35 -0.373 4.280 -3.139
C34 -0.997 -3.686 3.169
H36 0.327 -5.088 0.000
C35 -2.837 2.185 -2.700
H37 4.315 -5.003 -1.691
C36 -0.199 0.607 5.120
C37 0.452 4.823 2.267
H38 2.509 -6.241 -0.444
C38 -0.655 4.680 3.108
O1 -1.387 0.143 2.364
C39 -1.742 3.158 1.590
H39 1.663 2.362 5.144
C40 -3.608 -3.791 -4.041
H40 -0.396 -3.588 4.072
H41 1.307 4.202 0.335
C41 1.925 -2.600 -1.778
C42 1.796 4.400 -3.539
C43 2.015 1.434 4.667
C44 -2.571 -3.971 0.805
H42 -2.609 3.756 3.454
H43 -4.797 -2.066 -3.473
H44 0.387 -2.521 1.896
C45 -0.659 3.380 0.719
C46 -2.443 -4.551 -3.842

Values from the calculation:
Total charge ... +2
Total energy ... -3415.79269 Ha
Spin multiplicity ... 7


4.
ORCA calculation (ωB97M-V with the def2-TZVPD basis set) on a molecular structure, C46H46CoN2O4Sb.

Positions of all 100 atoms, in Å:
H1 -1.987 4.547 -0.509
H2 5.053 1.495 4.378
C1 -0.067 -2.895 -0.576
O1 -1.822 -2.412 1.678
H3 4.702 0.675 -3.696
C2 3.198 2.311 3.653
H4 -3.314 -3.074 -4.276
H5 1.279 2.827 2.852
C3 -1.406 4.630 -1.427
C4 -1.880 1.836 2.160
H6 -3.725 2.913 2.342
C5 -0.902 1.069 4.205
C6 -2.934 2.395 2.871
H7 2.215 -1.343 2.906
C7 4.401 0.770 -2.660
H8 3.220 1.147 1.016
C8 -1.418 0.800 -3.534
C9 0.013 -0.978 1.775
O2 0.400 1.215 0.807
H9 0.929 3.974 -3.859
O3 -0.525 -0.604 -1.186
C10 -0.804 0.369 -6.208
C11 1.258 -2.723 -0.956
C12 5.324 0.909 -1.638
N1 0.938 0.650 -2.928
H10 0.642 4.347 1.191
H11 -1.917 -2.009 4.995
H12 1.534 5.401 0.061
N2 2.104 0.657 -3.358
H13 1.550 5.271 -2.811
C13 -0.096 0.608 -3.925
H14 6.383 0.919 -1.859
H15 2.216 3.827 0.564
H16 -0.110 0.549 4.730
C14 3.720 -0.029 3.668
C15 4.882 1.043 -0.325
C16 0.212 0.389 -5.269
H17 -1.689 -4.605 3.131
C17 -2.345 -2.038 -1.191
Co1 0.668 0.761 -0.936
H18 -0.454 -4.009 4.259
C18 1.602 0.714 2.781
O4 -0.168 -1.633 3.025
H19 -1.656 0.924 -2.491
C19 3.049 0.757 -2.333
C20 1.302 4.369 0.324
C21 0.354 -5.263 -0.341
H20 -2.024 4.326 -2.271
H21 5.604 1.159 0.474
C22 3.526 1.031 -0.013
H22 3.467 3.337 3.873
C23 -2.338 -2.024 3.989
C24 -4.750 -2.027 -1.399
H23 1.240 0.233 -5.561
C25 -1.949 1.634 4.919
H24 -1.966 1.555 6.000
C26 1.442 4.193 -2.921
C27 1.682 -5.078 -0.705
H25 0.888 -1.396 1.266
C28 -1.257 -1.310 0.987
C29 -2.124 0.564 -5.821
C30 -1.298 -2.497 2.989
C31 -0.512 -4.182 -0.279
H26 4.398 -0.842 3.900
Sb1 0.328 3.391 -1.289
H27 -1.840 1.922 1.081
H28 2.358 -5.922 -0.754
H29 -3.196 -2.698 3.972
H30 -5.722 -1.848 -0.956
H31 -2.668 -1.018 3.732
C32 -0.847 -3.921 3.245
H32 -2.914 0.540 -6.560
H33 2.429 3.730 -2.944
H34 -1.085 5.662 -1.562
H35 1.618 -1.735 -1.213
C33 2.578 0.876 -1.016
H36 -3.702 -1.477 0.380
H37 -1.283 -2.675 -2.939
C34 1.970 2.026 3.085
C35 -2.972 2.296 4.255
C36 -3.402 -2.719 -3.257
C37 0.287 0.523 2.017
H38 -0.070 -4.190 2.531
C38 -4.656 -2.480 -2.705
H39 -3.454 0.910 -4.174
C39 -1.023 -1.700 -0.483
C40 4.088 1.278 3.938
H40 3.160 -3.644 -1.312
H41 -5.552 -2.654 -3.288
H42 -1.940 -0.457 0.997
C41 -2.261 -2.499 -2.505
H43 -0.565 0.194 -7.249
C42 -0.858 1.158 2.817
H44 -0.010 -6.256 -0.107
C43 -3.601 -1.808 -0.644
H45 -3.790 2.736 4.811
H46 -1.547 -4.335 -0.003
C44 -2.426 0.780 -4.486
C45 2.482 -0.313 3.097
C46 2.131 -3.803 -1.016

Values from the calculation:
Relative energy (zero: lowest compared OMol25 entry of this formula, charge and spin) ... 34.9 kJ/mol


5.
ORCA calculation (ωB97M-V with the def2-TZVPD basis set) on a molecular structure, C46H46N2O3PScTe.

Positions of all 100 atoms, in Å:
C1 2.552 -3.130 0.879
O1 3.424 -0.868 -2.077
C2 2.048 1.316 -0.836
H1 2.336 -1.983 3.989
C3 -2.428 -4.543 -3.379
C4 -2.121 -0.458 -1.085
C5 -0.733 0.816 -6.271
H2 -2.160 -2.588 -4.201
H3 1.663 3.774 3.233
H4 4.581 1.746 1.110
H5 0.377 -1.874 -4.540
H6 3.020 4.880 -2.227
H7 1.152 -3.821 2.445
C6 -2.113 2.396 3.239
H8 -5.180 4.076 6.081
H9 -3.384 0.130 2.064
H10 -3.009 -0.190 6.895
H11 -3.661 4.817 6.578
C7 -1.426 1.452 -5.250
N1 2.133 -2.703 -2.265
C8 2.744 3.903 -1.845
C9 3.612 -2.232 -4.092
C10 3.059 -1.861 -2.733
H12 1.481 3.396 -3.514
C11 -1.974 1.171 3.908
H13 3.753 3.120 4.268
H14 -0.587 2.104 1.747
H15 -1.929 2.393 -5.440
C12 2.894 2.196 -0.133
C13 -0.083 -0.384 -6.009
C14 2.055 -3.793 -3.111
C15 1.817 2.998 2.477
C16 -4.546 -0.081 -1.122
H16 -3.749 1.920 6.708
C17 3.554 -2.110 0.896
H17 -2.937 4.366 3.312
C18 -1.415 -4.942 -1.244
H18 -5.474 -0.026 -1.677
H19 -4.365 5.221 5.012
H20 -2.188 2.333 1.095
C19 -0.925 -3.647 -1.235
H21 4.925 2.173 3.332
H22 2.250 -3.529 -5.233
H23 2.393 -3.844 0.084
Sc1 1.779 -0.968 -0.487
N2 3.240 2.799 2.266
C20 -1.511 2.658 1.889
H24 3.897 4.088 -0.043
H25 1.342 3.316 1.550
C21 -2.068 -0.289 0.373
H26 -1.419 -0.510 6.190
H27 4.334 -1.985 0.154
C22 -0.851 -0.323 -3.710
C23 1.969 -3.176 2.151
H28 -5.428 0.330 0.821
C24 1.577 1.816 -2.063
C25 -3.358 -0.385 -1.743
H29 3.125 0.825 1.494
H30 -3.381 -0.586 -2.811
C26 -2.459 -0.271 5.955
P1 -0.698 -1.010 -2.011
C27 1.893 3.072 -2.562
H31 3.590 -4.400 -4.494
C28 -2.575 1.009 5.171
C29 -3.352 0.020 0.989
C30 3.490 1.818 1.203
H32 -1.313 3.724 1.760
H33 -0.694 1.255 -7.261
C31 -4.203 4.408 5.721
H34 -1.194 -5.601 -0.414
H35 -3.014 -4.888 -4.225
H36 3.411 1.418 3.878
H37 4.227 -0.778 2.546
O2 0.223 -0.912 0.573
C32 -2.171 -5.396 -2.316
H38 0.923 1.202 -2.675
H39 -2.845 -1.117 5.383
H40 -2.003 1.399 -3.180
C33 -1.184 -2.777 -2.294
H41 -0.332 -3.305 -0.393
C34 -0.137 -0.940 -4.741
C35 -2.845 3.420 3.840
H42 1.323 2.075 2.820
H43 -2.556 -6.409 -2.324
C36 -3.295 2.059 5.730
C37 -1.479 0.891 -3.980
O3 1.442 -4.820 -2.922
C38 -4.507 0.119 0.285
C39 2.590 -2.209 2.962
C40 3.242 3.454 -0.634
Te1 -0.738 -0.421 3.214
C41 3.570 -1.564 2.202
C42 3.859 2.352 3.497
C43 -0.928 -0.440 1.110
C44 -3.442 3.277 5.080
H44 0.470 -0.886 -6.795
H45 3.362 -1.437 -4.797
H46 4.699 -2.297 -4.037
C45 -1.944 -3.241 -3.364
C46 2.913 -3.555 -4.367

Values from the calculation:
Total charge ... -2
Relative energy (zero: lowest compared OMol25 entry of this formula, charge and spin) ... 160.7 kJ/mol